This record from the Open Molecules 2025 dataset describes C14H10Cl3N2NiO2Si as an isolated structure. The level of theory is ωB97M-V/def2-TZVPD.

The geometry in XYZ format:
```
33
Properties=species:S:1:pos:R:3
Ni -1.17770 -0.76019 0.68539
O -1.35524 -2.54716 0.26137
C -0.47108 -3.25342 -0.37147
C -0.58756 -4.66661 -0.31888
C 0.27187 -5.49425 -0.99576
C 1.30990 -4.96993 -1.77642
C 1.44684 -3.60460 -1.84947
C 0.58952 -2.72549 -1.16728
C 0.82625 -1.30999 -1.31754
N 0.19260 -0.42882 -0.63884
N 0.49990 0.90036 -0.80514
C -0.29379 1.60546 -0.04112
O -1.24324 1.11107 0.67754
C -0.11643 3.08025 -0.01517
C -0.89862 3.84296 0.84569
C -0.74308 5.22049 0.89193
C 0.19227 5.84499 0.08005
C 0.97661 5.08518 -0.77920
C 0.82531 3.70912 -0.82667
H -1.38960 -5.06518 0.28907
H 0.14484 -6.56813 -0.91876
H 1.98953 -5.62356 -2.30704
H 2.24207 -3.17203 -2.44829
H 1.59957 -0.97820 -2.01041
H -1.61484 3.33658 1.47808
H -1.35193 5.80705 1.56869
H 0.31390 6.92072 0.11848
H 1.71088 5.56832 -1.41196
H 1.42944 3.10169 -1.48585
Cl -0.17898 -2.51515 3.72343
Si -1.35179 -0.94324 2.95402
Cl -0.59125 0.74115 3.96696
Cl -3.19614 -1.24945 3.94459
```

The value obtained for the HOMO energy (spin up / spin down) is -4.66 / -4.91 eV. As for the net charge: -1. For the LUMO energy (spin up / spin down), the calculation gives 2.8449 / 2.7978 eV.

---

This record from the Open Molecules 2025 dataset describes one molecule with the formula C14H10F3NO5 at a distorted geometry. The level of theory is ωB97M-V/def2-TZVPD.

The geometry in XYZ format:
```
33
Properties=species:S:1:pos:R:3
O 0.09738 1.27488 -1.35356
C 1.00946 0.50311 -1.63902
C 2.29656 1.07245 -2.02183
C 2.65795 0.48345 -3.31699
C 2.62860 -1.03704 -3.12735
C 1.53694 -1.65700 -2.21530
O 1.42941 -2.88540 -2.05834
C 0.73156 -0.87277 -1.44014
C -0.22994 -1.30680 -0.41461
O -0.63632 -2.49982 -0.49318
C -0.89019 -0.57989 0.72790
C -2.35237 -0.45474 0.54386
C -3.10131 0.31165 1.47884
C -2.58914 0.74493 2.67004
C -3.44762 1.37327 3.72228
F -2.77137 2.37288 4.42735
F -3.77801 0.35471 4.61514
F -4.61691 1.91647 3.28699
C -1.15652 0.71785 2.69994
C -0.26828 0.11791 1.80732
N 1.07691 0.19295 2.07718
O 1.49340 -0.21403 3.17222
O 1.77340 0.72685 1.22540
H 3.04204 0.79370 -1.32511
H 2.22558 2.13087 -2.12783
H 3.63457 0.74377 -3.62504
H 1.95073 0.81874 -4.10465
H 2.58694 -1.51969 -4.12773
H 3.54764 -1.40135 -2.64987
H -0.09389 -2.94468 -1.11663
H -2.95226 -0.89608 -0.24094
H -4.10977 0.39236 1.37186
H -0.72514 1.22651 3.57181
```

The value obtained for the HOMO energy is -9.26 eV. As for the net charge: 0. As for the SMILES: O=C1CCCC(=O)C1=C(O)c1ccc(C(F)(F)F)cc1[N+](=O)[O-]. For the LUMO energy, the calculation gives -1.2630 eV.